Molecular formula: H27O14
Method: DFT, the ωB97M-V functional and the def2-TZVPD basis

Each line ends with the Mulliken charge.
Geometry (Å):
O (0.044, -3.318, 0.535)  -0.624
H (-3.369, 1.136, -0.976)  0.152
O (-3.667, -1.082, -2.925)  -0.659
H (-2.021, 1.307, 1.113)  0.379
H (-1.744, 1.281, -1.969)  0.436
O (0.847, -0.870, 4.196)  -0.619
H (-0.360, 2.012, -1.420)  0.289
H (3.159, -2.078, -1.846)  0.303
O (2.867, -2.938, -1.598)  -0.610
H (-1.629, 0.500, -0.615)  0.598
H (2.253, -3.135, -2.237)  0.298
O (-2.762, 0.560, -1.352)  -0.910
H (0.367, -2.480, 0.639)  0.283
H (-3.067, -0.500, -2.504)  0.336
O (-2.163, 1.789, 1.928)  -0.675
H (2.010, 2.781, 2.058)  0.280
H (-1.724, 1.497, -4.205)  0.348
O (2.161, 2.627, 1.200)  -0.648
H (-1.427, -0.206, 0.852)  0.372
H (-2.676, 1.347, 2.516)  0.266
O (-0.702, 1.636, -2.196)  -0.854
H (1.550, -1.346, 3.807)  0.312
H (1.323, 1.194, -2.424)  0.382
O (1.586, -0.008, 0.476)  -0.867
H (0.575, 0.299, 0.398)  0.510
H (0.884, -0.109, 3.529)  0.261
O (-0.123, 1.906, 3.763)  -0.592
H (0.195, 1.228, 3.330)  0.283
H (-0.743, 2.312, 3.132)  0.353
O (-1.382, 0.828, -4.970)  -0.647
H (2.002, 1.683, 0.879)  0.424
H (0.803, -3.991, 0.570)  0.310
O (-0.945, 0.514, 0.193)  -1.009
H (2.011, -2.808, 3.267)  0.277
H (-1.390, 0.126, -4.324)  0.317
O (2.146, 1.082, -1.886)  -0.678
H (1.653, -0.571, -0.313)  0.240
H (1.987, 1.121, -1.028)  0.352
O (2.071, -2.517, 2.396)  -0.508
H (-3.404, -1.868, -2.541)  0.273
H (2.955, -2.401, 2.213)  0.262

The value obtained for the HOMO energy is -6.97 eV. The value obtained for the energy above the lowest of the compared OMol25 structures with the same formula, charge and spin is 5.282 eV. Its net charge is -1.

***

Molecular formula: H28HeO14
Method: DFT, the ωB97M-V functional and the def2-TZVPD basis

Each line ends with the Mulliken charge.
Geometry (Å):
He (-18.426, -12.855, 14.464)  0.018
O (-20.771, -12.468, 16.114)  -0.715
H (-21.613, -12.012, 16.122)  0.342
H (-20.877, -13.155, 15.456)  0.262
O (-18.658, -10.825, 16.943)  -0.661
H (-19.337, -11.488, 16.819)  0.406
H (-18.736, -10.256, 16.177)  0.322
O (-20.810, -14.690, 14.546)  -0.677
H (-20.964, -15.629, 14.655)  0.303
H (-21.374, -14.438, 13.815)  0.260
O (-21.734, -10.700, 13.913)  -0.631
H (-22.653, -10.436, 13.863)  0.307
H (-21.721, -11.591, 13.564)  0.257
O (-15.821, -10.406, 12.948)  -0.602
H (-15.041, -10.611, 12.432)  0.279
H (-15.659, -10.813, 13.799)  0.385
O (-18.113, -15.365, 13.667)  -0.562
H (-18.124, -14.902, 12.830)  0.361
H (-18.898, -15.061, 14.121)  0.342
O (-19.548, -8.954, 14.570)  -0.635
H (-20.355, -9.455, 14.446)  0.347
H (-19.794, -8.248, 15.168)  0.327
O (-18.521, -13.622, 11.329)  -0.802
H (-19.361, -14.072, 11.418)  0.293
H (-17.942, -14.271, 10.929)  0.324
O (-18.612, -11.044, 10.181)  -0.627
H (-18.531, -10.405, 10.889)  0.328
H (-18.626, -11.893, 10.624)  0.369
O (-15.601, -13.813, 13.847)  -0.635
H (-16.552, -13.710, 13.894)  0.334
H (-15.430, -14.651, 14.278)  0.296
O (-15.288, -11.418, 15.401)  -0.720
H (-16.193, -11.640, 15.619)  0.320
H (-14.927, -12.222, 15.027)  0.366
O (-19.942, -14.053, 18.065)  -0.669
H (-19.098, -14.310, 17.692)  0.320
H (-20.310, -13.443, 17.426)  0.470
O (-17.124, -13.831, 16.852)  -0.612
H (-17.000, -13.510, 17.745)  0.291
H (-16.238, -13.897, 16.496)  0.270
O (-16.918, -16.560, 16.976)  -0.662
H (-17.148, -15.671, 16.707)  0.408
H (-17.202, -16.615, 17.889)  0.306

The value obtained for the HOMO energy is -10.29 eV. The value obtained for the energy above the lowest of the compared OMol25 structures with the same formula, charge and spin is 1.543 eV.

***

Molecular formula: H28KrO14
Method: DFT, the ωB97M-V functional and the def2-TZVPD basis

Each line ends with the Mulliken charge.
Geometry (Å):
Kr (0.042, -0.449, 0.209)  0.036
O (-1.518, -1.240, -2.888)  -0.659
H (-0.587, -1.424, -2.763)  0.300
H (-1.714, -1.579, -3.762)  0.274
O (1.352, -1.054, -3.118)  -0.652
H (1.913, -0.397, -2.705)  0.365
H (1.825, -1.309, -3.910)  0.283
O (3.432, -0.152, 0.757)  -0.649
H (3.226, 0.430, 1.488)  0.271
H (4.334, 0.067, 0.522)  0.292
O (-2.261, -2.814, 2.283)  -0.661
H (-2.202, -2.827, 1.328)  0.330
H (-1.452, -2.390, 2.569)  0.377
O (-3.150, -0.164, 0.972)  -0.626
H (-3.005, -0.584, 0.125)  0.184
H (-2.957, -0.847, 1.615)  0.421
O (-0.517, 3.808, -0.034)  -0.733
H (-0.644, 3.107, 0.605)  0.399
H (-0.845, 3.445, -0.857)  0.366
O (1.681, -3.143, -1.366)  -0.652
H (1.556, -2.405, -1.962)  0.395
H (2.241, -2.799, -0.671)  0.304
O (1.814, 2.936, -1.402)  -0.648
H (0.980, 3.216, -1.024)  0.316
H (2.003, 3.589, -2.076)  0.295
O (-3.510, 0.558, -2.319)  -0.662
H (-4.083, 0.028, -1.764)  0.287
H (-2.771, -0.017, -2.518)  0.423
O (0.027, -1.139, 3.525)  -0.590
H (0.607, -1.653, 4.087)  0.264
H (0.494, -0.315, 3.388)  0.304
O (1.648, 1.441, 3.581)  -0.627
H (1.803, 1.798, 4.455)  0.299
H (0.923, 1.960, 3.234)  0.403
O (-0.515, 2.740, 2.534)  -0.753
H (-0.564, 3.683, 2.690)  0.308
H (-1.418, 2.435, 2.618)  0.328
O (-2.425, -2.754, -0.638)  -0.558
H (-2.628, -3.653, -0.897)  0.230
H (-2.301, -2.288, -1.465)  0.331
O (3.222, 0.555, -1.796)  -0.772
H (2.801, 1.412, -1.735)  0.425
H (3.143, 0.185, -0.916)  0.434

The value obtained for the HOMO energy is -10.63 eV. The value obtained for the energy above the lowest of the compared OMol25 structures with the same formula, charge and spin is 0.312 eV.